14
Properties=species:S:1:pos:R:3:forces:R:3 method="wB97M-V/def2-TZVPD" energy_ha=-324.62334 orbital_gap_ev=9.966 homo_energy_ev=-9.858 smiles="C=C(C)C#N.C=O" e_lumo_ev=0.11 fmax_ev_per_a=1.219
C -2.01393 0.69948 0.17637 -0.249 0.526 -0.023
C -0.49200 -1.09739 0.19434 0.274 -0.260 -0.110
C -0.66628 0.15044 -0.22635 -0.730 -0.750 -0.279
C 2.67474 -0.17602 0.52079 0.004 -0.291 -0.079
O 2.51995 -1.34044 0.25145 0.172 0.523 0.141
C 0.03778 0.69204 -1.36221 0.244 0.228 -0.809
N 0.58974 1.14407 -2.27709 -0.496 -0.414 1.034
H -2.09884 0.96380 1.23154 0.102 0.228 -0.119
H -2.73234 -0.10436 -0.02904 0.014 0.494 0.119
H -2.25667 1.52720 -0.47741 -0.240 0.399 0.222
H -1.00943 -1.39195 1.10286 -0.211 -0.233 -0.330
H -0.04040 -1.85170 -0.41404 1.117 -0.216 0.303
H 2.90655 0.58306 -0.25013 -0.009 -0.137 0.020
H 2.58114 0.20178 1.55892 0.008 -0.097 -0.091

=====

14
Properties=species:S:1:pos:R:3:forces:R:3 method="wB97M-V/def2-TZVPD" energy_ha=-324.58813 orbital_gap_ev=10.487 homo_energy_ev=-9.539 smiles="CC(=O)[C@@]12C[C@@H]1N2" e_lumo_ev=0.95 fmax_ev_per_a=0.988
C -1.89794 0.43061 -0.51755 -0.241 0.047 -0.280
C 0.33845 -0.47826 0.14634 0.586 0.470 -0.557
N 0.85359 -1.46734 1.04877 0.263 -0.141 -0.298
C 0.96363 -0.01616 1.33152 0.100 0.182 0.502
C 1.47061 0.50641 0.02014 0.639 -0.114 0.205
C -0.65122 -0.31273 -0.89738 -0.940 -0.189 -0.239
O -0.38455 -0.69721 -2.01705 -0.561 0.103 0.446
H -2.02972 1.24782 -1.22333 -0.314 0.002 -0.041
H -1.91504 0.80558 0.51351 0.205 -0.182 -0.338
H -2.69560 -0.30325 -0.63710 -0.286 0.204 -0.054
H 1.70506 -1.89386 0.68314 0.303 0.261 0.186
H 0.68050 0.46920 2.25081 -0.106 -0.105 0.013
H 2.36306 0.16108 -0.49153 0.373 -0.050 0.397
H 1.19918 1.54811 -0.21030 -0.023 -0.491 0.058

=====

14
Properties=species:S:1:pos:R:3:forces:R:3 method="wB97M-V/def2-TZVPD" energy_ha=-324.59977 orbital_gap_ev=7.821 homo_energy_ev=-7.512 e_lumo_ev=0.31 fmax_ev_per_a=0.536
O 1.76289 0.39849 0.83801 -0.055 0.029 -0.321
C 1.43753 1.38247 0.13804 0.002 0.220 -0.231
C 0.34215 1.44749 -0.73747 0.004 0.246 0.079
C 0.15011 -0.87670 -0.78220 0.118 0.030 0.044
C -0.55389 -1.61181 0.30671 -0.070 -0.177 -0.037
C -1.28427 -0.25710 0.50753 -0.193 0.035 0.217
N -0.43335 0.26699 -0.61632 0.259 -0.464 -0.067
H 2.03175 2.30908 0.20126 -0.060 0.024 0.041
H -0.04351 2.31628 -1.25504 0.051 -0.133 0.290
H 0.95722 -1.05476 -1.48659 -0.010 -0.007 0.213
H 0.16096 -1.81764 1.11071 -0.241 -0.006 -0.113
H -1.12634 -2.50330 0.04810 0.024 0.123 0.012
H -1.04693 0.24978 1.44387 -0.060 -0.019 -0.166
H -2.35434 -0.24927 0.28339 0.232 0.099 0.039

=====

14
Properties=species:S:1:pos:R:3:forces:R:3 method="wB97M-V/def2-TZVPD" energy_ha=-324.53410 orbital_gap_ev="8.052 / 8.051" homo_energy_ev="-7.558 / -7.557" e_lumo_ev="0.49 / 0.49" fmax_ev_per_a=0.869
N 1.87476 -1.56747 0.10857 -0.825 0.226 -0.153
C 0.72746 -1.21264 0.17781 0.390 -0.465 -0.103
O 1.24451 1.20125 0.69078 0.025 0.391 0.269
C 0.21996 1.36128 -0.29363 -0.021 0.076 -0.090
C -0.99874 0.65012 0.24615 0.085 0.016 -0.213
C -1.57629 -0.31096 -0.66459 -0.044 -0.080 -0.091
C -0.58735 -0.94267 0.37040 0.171 -0.439 0.138
H 2.63688 -1.05304 0.54635 -0.208 0.029 -0.049
H 0.61333 0.97752 -1.25873 -0.015 0.020 0.240
H 0.01695 2.43120 -0.42578 -0.178 -0.146 -0.084
H 0.69368 1.06068 1.48079 0.396 0.225 0.087
H -1.29818 -0.37440 -1.72228 0.110 -0.046 0.167
H -2.57022 -0.71314 -0.45576 0.185 0.136 -0.075
H -0.99677 -1.50774 1.19991 -0.071 0.057 -0.043

=====

14
Properties=species:S:1:pos:R:3:forces:R:3 method="wB97M-V/def2-TZVPD" energy_ha=-324.53684 orbital_gap_ev=9.975 homo_energy_ev=-9.114 smiles=O[C@H]1[C@H]2[C@H]3C[C@@H]1N23 e_lumo_ev=0.86 fmax_ev_per_a=3.417
O 1.87147 -0.62789 -0.87891 -0.229 -0.154 -0.133
C 1.18121 -0.35079 0.31039 0.000 0.271 0.393
C 0.50276 0.98466 0.43431 0.513 0.634 -0.360
C -0.88537 0.85418 -0.14650 -0.200 0.566 -0.580
C -1.08548 -0.55826 -0.64054 -0.173 0.123 0.004
C -0.22050 -0.95876 0.56098 -0.518 1.514 0.948
N -0.62428 0.55717 1.25591 0.188 0.120 -0.510
H 1.36412 -0.27007 -1.62018 0.135 -0.075 0.167
H 1.86615 -0.58704 1.12445 -0.064 0.133 -0.001
H 0.95369 1.94798 0.62897 0.108 0.160 -0.229
H -1.47507 1.72898 -0.38423 0.081 0.164 -0.239
H -0.70793 -0.77968 -1.64905 -0.036 -0.186 0.355
H -2.10857 -0.92437 -0.56021 0.019 0.139 0.044
H -0.63217 -1.01610 1.56462 0.177 -3.410 0.141

=====

14
Properties=species:S:1:pos:R:3:forces:R:3 method="wB97M-V/def2-TZVPD" energy_ha=-324.65553 orbital_gap_ev=9.956 homo_energy_ev=-9.096 smiles="CC=C=NC(C)=O" e_lumo_ev=0.86 fmax_ev_per_a=0.609
C -2.18013 -0.76169 0.24941 -0.195 -0.051 0.064
C -1.27171 -0.01710 -0.69363 -0.029 0.204 -0.048
C -0.55257 0.97900 -0.24582 0.090 -0.102 0.048
N 0.31364 1.64930 0.32577 -0.390 -0.429 -0.188
C 1.22580 0.58440 0.75173 0.301 -0.127 0.395
O 1.09966 0.06741 1.82628 0.254 0.301 -0.368
C 2.23835 0.22497 -0.30045 0.151 -0.052 0.011
H -1.85633 -0.61840 1.28585 -0.083 -0.027 -0.200
H -3.21436 -0.42050 0.16147 0.017 -0.110 0.007
H -2.15085 -1.83219 0.02635 -0.015 0.147 0.031
H -1.14445 -0.32541 -1.72572 -0.202 0.140 0.024
H 2.61040 -0.78834 -0.14676 -0.018 0.146 0.076
H 3.06615 0.93149 -0.21048 0.033 -0.030 -0.057
H 1.81638 0.32707 -1.30400 0.086 -0.010 0.206

=====

14
Properties=species:S:1:pos:R:3:forces:R:3 method="wB97M-V/def2-TZVPD" energy_ha=-324.70783 orbital_gap_ev=10.270 homo_energy_ev=-9.445 smiles="O=C1CC=CCN1" e_lumo_ev=0.82 fmax_ev_per_a=3.382
C 0.45658 -0.74286 1.10429 1.995 0.149 2.727
C -0.22302 -1.48413 0.06143 -1.905 -0.507 -1.577
C -0.62737 -0.59998 -1.10442 0.366 1.872 0.605
C -0.45111 0.73952 -1.14399 -0.462 -1.660 0.603
C 0.13203 1.48906 -0.01410 2.262 0.675 -0.351
H -1.14738 -1.94415 0.54036 1.077 0.331 -0.648
H 0.43147 -2.30511 -0.29212 -0.391 0.358 0.382
H -1.11385 -1.02220 -1.93589 -0.421 -0.808 -0.900
H -0.77155 1.35708 -1.96856 -0.088 -0.200 -0.271
H -0.48830 2.36600 0.24930 0.213 -0.488 0.131
H 1.14809 1.89450 -0.38966 -1.463 -0.126 0.431
H 1.15364 0.98074 1.76740 -0.272 0.022 0.047
N 0.45666 0.63449 1.12046 -0.250 -0.493 -0.215
O 1.04411 -1.36297 2.00550 -0.662 0.874 -0.964

=====

14
Properties=species:S:1:pos:R:3:forces:R:3 method="wB97M-V/def2-TZVPD" energy_ha=-324.58638 orbital_gap_ev="7.574 / 6.991" homo_energy_ev="-8.915 / -8.371" smiles="O=C1C=C=CN1.C" e_lumo_ev="-1.34 / -1.38" fmax_ev_per_a=0.565
C 2.03608 -0.89634 0.06961 -0.004 0.043 0.019
C -1.08028 0.47613 1.44144 -0.001 0.088 -0.353
C -1.32939 -0.58788 0.54212 -0.043 -0.109 -0.041
N -1.57934 -0.14999 -0.69318 0.037 -0.104 0.042
C -1.01345 1.19445 -0.77535 -0.046 0.213 -0.102
O -1.05434 1.83081 -1.78967 0.135 -0.099 0.540
C -0.68091 1.50786 0.66506 -0.146 0.151 0.082
H 1.58242 -1.82545 -0.29312 0.208 0.113 0.156
H 2.86909 -1.09356 0.74505 -0.013 -0.215 -0.164
H 2.40183 -0.32048 -0.78638 -0.150 -0.029 0.193
H -1.21540 -1.64032 0.76937 -0.078 -0.035 -0.134
H -1.75432 -0.69015 -1.53285 0.031 -0.015 0.277
H -0.48518 2.52002 0.99649 -0.034 -0.009 -0.272
H 1.30318 -0.32510 0.64139 0.104 0.007 -0.242

=====

14
Properties=species:S:1:pos:R:3:forces:R:3 method="wB97M-V/def2-TZVPD" energy_ha=-324.57002 orbital_gap_ev=9.560 homo_energy_ev=-8.599 e_lumo_ev=0.96 fmax_ev_per_a=2.598
N 2.59358 0.09451 0.30745 -0.112 -0.190 0.135
C 1.40956 -0.17196 -0.01174 0.531 0.247 0.444
O 0.82756 -1.39194 -0.26702 0.248 0.055 -0.261
C -0.37325 -0.84156 -0.79733 0.436 1.791 0.230
C -1.38063 -0.60863 0.32454 -0.187 0.117 0.013
C -0.91480 0.84360 0.52162 -0.153 0.253 0.502
C 0.30282 0.73686 -0.38299 0.141 0.039 0.772
H 3.12274 -0.76021 0.46349 0.166 -0.039 -0.107
H -0.27612 -0.17201 -1.65449 -0.831 -1.758 -1.723
H -1.15160 -1.25435 1.17961 0.023 0.052 -0.336
H -2.43406 -0.73251 0.06974 0.124 0.011 -0.034
H -0.67960 1.19142 1.52353 -0.255 0.088 0.231
H -1.64081 1.52114 0.06508 0.162 0.012 0.099
H 0.60366 1.62732 -0.96629 -0.293 -0.678 0.034

=====

14
Properties=species:S:1:pos:R:3:forces:R:3 method="wB97M-V/def2-TZVPD" energy_ha=-324.64975 orbital_gap_ev=10.498 homo_energy_ev=-9.497 smiles="C[C@]12N[C@H]1CC2=O" e_lumo_ev=1.00 fmax_ev_per_a=0.548
C 1.31137 1.27348 -0.70844 -0.010 -0.003 -0.045
C 0.26243 0.37055 -0.12030 0.071 0.260 -0.212
N 0.24071 0.30718 1.34090 -0.184 0.011 0.281
C 0.27057 -0.94514 0.64121 0.139 -0.269 0.137
C -1.16308 -1.29981 0.24746 -0.081 -0.061 0.034
C -1.10492 -0.02862 -0.63946 -0.231 0.188 -0.242
O -1.79645 0.36209 -1.54047 0.376 -0.149 0.370
H 1.06778 1.58493 -1.72664 -0.006 -0.153 0.071
H 2.29933 0.80340 -0.70146 -0.166 0.006 -0.038
H 1.37013 2.16184 -0.07394 0.030 -0.035 -0.204
H -0.67642 0.51892 1.72592 0.040 -0.097 0.098
H 1.10584 -1.62244 0.78478 -0.119 0.133 -0.044
H -1.85566 -1.27035 1.09705 0.051 -0.057 -0.178
H -1.33164 -2.21604 -0.32663 0.090 0.226 -0.028

=====

14
Properties=species:S:1:pos:R:3:forces:R:3 method="wB97M-V/def2-TZVPD" energy_ha=-324.68178 orbital_gap_ev=8.727 homo_energy_ev=-7.899 smiles=Cn1cccc1O e_lumo_ev=0.83 fmax_ev_per_a=0.501
C -1.66008 0.00909 0.59926 -0.427 0.024 0.260
N -0.65528 0.01825 -0.46496 0.385 0.127 0.039
C -0.08455 -1.25537 -0.59396 0.119 -0.230 0.073
C 1.24550 -1.19570 -0.38170 0.013 -0.045 -0.102
C 1.58405 0.19095 -0.15791 0.033 0.104 -0.040
C 0.41824 0.88087 -0.24705 0.069 -0.236 0.022
O 0.14574 2.20497 -0.15011 0.082 0.004 0.132
H -2.27177 0.90870 0.59868 0.085 0.033 -0.033
H -1.14653 -0.10467 1.56592 -0.183 0.132 -0.094
H -2.30107 -0.86794 0.48168 -0.021 0.235 -0.149
H -0.74296 -2.08346 -0.80206 0.106 -0.079 0.155
H 1.91999 -2.03667 -0.37215 0.071 0.066 -0.170
H 2.56418 0.60253 0.04327 -0.096 -0.030 -0.156
H 0.98580 2.68288 -0.11794 -0.235 -0.103 0.062

=====

14
Properties=species:S:1:pos:R:3:forces:R:3 method="wB97M-V/def2-TZVPD" energy_ha=-324.54486 orbital_gap_ev=9.135 homo_energy_ev=-9.034 e_lumo_ev=0.10 fmax_ev_per_a=0.524
C -1.46932 0.62935 -0.05259 -0.081 0.047 -0.115
C -0.31209 0.31991 -0.80864 0.027 0.022 0.177
C 0.71622 1.12918 -0.32026 -0.114 0.044 0.130
N 1.42856 0.47004 0.62726 -0.044 -0.001 -0.110
C 1.33956 -0.93289 0.25633 0.130 -0.329 0.159
O 2.05526 -1.78787 0.69290 -0.307 0.390 -0.166
C 0.19549 -1.09491 -0.75544 -0.016 -0.052 0.002
H -2.32368 -0.04739 -0.04746 0.157 0.097 -0.013
H -1.73812 1.67741 0.09281 0.071 -0.150 -0.016
H -0.83753 0.35070 1.18224 0.044 -0.059 0.024
H 0.63737 2.21125 -0.23227 0.001 -0.156 -0.030
H 0.24717 0.36102 1.46496 0.063 -0.045 -0.171
H -0.53136 -1.82727 -0.39086 0.108 0.113 -0.013
H 0.59246 -1.45852 -1.70898 -0.038 0.078 0.143